C11H21N5O5 | ωB97M-V/def2-TZVPD

HOMO, eV: -8.83
Energy above the lowest of the compared OMol25 structures with the same formula, charge and spin, kcal/mol: 33.86
Structure (SMILES): [H]/N=C(\N)NCCC[C@H](NC(=O)[C@@H](N)CCC(=O)O)C(=O)O

Last column: natural (NBO) charge in e.
Element x y z (Å)
C1 3.405 -0.568 -0.689  -0.143
C2 2.000 -0.484 -1.325  0.683
C3 3.542 -1.962 -0.292  -0.417
C4 2.565 -2.462 0.845  -0.522
C5 3.218 -3.546 1.638  0.789
C6 -0.162 0.573 -1.335  -0.174
C7 -0.416 0.977 -2.814  0.787
C8 -0.884 1.623 -0.477  -0.398
C9 -2.360 1.375 -0.396  -0.407
C10 -3.033 2.135 0.754  -0.207
C11 -5.129 2.070 2.208  0.583
H1 3.220 0.233 1.210  0.354
H2 4.579 0.529 0.406  0.373
H3 4.103 -0.230 -1.469  0.231
H4 3.354 -2.594 -1.149  0.251
H5 4.610 -2.136 0.103  0.235
H6 2.410 -1.526 1.430  0.220
H7 1.615 -2.775 0.437  0.253
H8 2.910 -4.853 2.972  0.505
H9 1.599 1.208 -0.344  0.432
H10 -0.471 -0.496 -1.290  0.237
H11 -0.456 1.590 0.564  0.199
H12 -0.679 2.635 -0.876  0.237
H13 -2.894 1.556 -1.398  0.249
H14 -2.492 0.223 -0.167  0.182
H15 -2.448 2.125 1.687  0.182
H16 -3.114 3.184 0.423  0.189
H17 -4.352 0.587 0.989  0.389
H18 -6.314 1.869 3.679  0.336
H19 -4.958 3.958 1.473  0.379
H20 -5.466 3.816 3.036  0.370
H21 0.706 -0.456 -3.296  0.511
N1 3.566 0.476 0.293  -0.833
N2 1.238 0.540 -0.998  -0.586
N3 -4.319 1.562 1.163  -0.640
N4 -5.790 1.339 2.993  -0.750
N5 -4.824 3.431 2.338  -0.842
O1 1.561 -1.406 -2.049  -0.704
O2 4.367 -3.916 1.654  -0.606
O3 2.394 -4.102 2.491  -0.671
O4 -1.201 1.863 -3.074  -0.587
O5 0.250 0.279 -3.726  -0.670

Forces on atoms 1 to 6 (eV/Å):
C -1.8 1.8 -1.5
C 0.1 -1.3 -0.5
C 2.0 -2.8 1.8
C 1.4 2.1 -1.3
C 1.1 -0.2 0.8
C -0.3 0.3 -0.8